Entry 1:
ORCA calculation (ωB97M-V/def2-TZVPD) on a molecular structure, C21H42NO24Tl.

Calculated values
Total charge: +2
Calculated total energy, Eh: -2857.44826
Frontier orbital gap, eV: 2.08

Each line ends with the Mulliken charge.
Element x y z (Å)
Tl1 20.594 23.359 23.809  1.034
N1 17.756 24.716 21.291  0.829
O1 18.663 24.764 22.106  -0.294
O2 16.732 24.077 21.537  -0.403
O3 17.878 25.278 20.206  -0.179
C1 9.300 22.737 22.621  -0.684
O4 10.674 22.297 22.663  -0.365
C2 11.533 23.091 23.285  0.960
O5 11.241 23.996 24.033  -0.543
O6 12.752 22.700 22.997  -0.385
C3 13.911 23.410 23.363  -0.516
H1 8.693 21.841 22.548  0.267
H2 9.109 23.476 21.848  0.273
H3 9.064 23.193 23.584  0.342
H4 14.177 24.271 22.747  0.011
H5 14.729 22.705 23.223  0.303
H6 13.930 23.724 24.406  0.484
C4 16.998 26.145 17.183  -0.214
O7 16.779 25.140 16.228  -0.190
C5 17.676 25.003 15.237  0.735
O8 18.517 25.784 14.949  -0.446
O9 17.430 23.832 14.700  -0.292
C6 18.062 23.561 13.452  -0.656
H7 16.851 27.107 16.663  0.374
H8 18.020 26.074 17.562  0.287
H9 16.256 26.235 17.970  -0.201
H10 17.680 24.252 12.696  0.320
H11 17.929 22.537 13.128  0.259
H12 19.128 23.796 13.502  0.307
C7 14.271 24.311 19.358  0.279
O10 13.012 24.869 19.084  -0.365
C8 12.316 25.602 19.938  0.653
O11 11.177 25.914 19.773  -0.495
O12 13.018 25.926 21.022  0.104
C9 12.427 26.814 21.968  -0.945
H13 14.905 24.510 18.482  -0.058
H14 14.220 23.224 19.362  0.382
H15 14.817 24.773 20.178  -0.266
H16 11.537 26.419 22.460  0.321
H17 12.140 27.716 21.428  0.424
H18 13.117 27.088 22.761  0.238
C10 20.261 27.684 21.551  -0.303
O13 21.650 27.897 21.513  -0.336
C11 22.445 26.877 21.831  0.725
O14 22.067 25.815 22.275  -0.435
O15 23.687 27.241 21.619  -0.342
C12 24.709 26.268 21.732  -0.324
H19 19.839 28.663 21.338  0.302
H20 19.910 27.312 22.519  0.284
H21 19.841 26.966 20.837  -0.042
H22 24.392 25.311 21.314  -0.034
H23 24.974 26.158 22.783  0.300
H24 25.579 26.529 21.135  0.283
C13 15.419 26.463 25.115  -0.572
O16 16.666 25.830 24.828  -0.315
C14 16.922 24.570 25.182  0.715
O17 17.934 23.997 24.897  -0.385
O18 15.998 24.145 26.050  -0.307
C15 16.339 23.040 26.900  -0.775
H25 15.709 27.512 25.174  0.320
H26 15.030 26.215 26.102  0.375
H27 14.615 26.320 24.396  0.091
H28 17.016 23.346 27.700  0.323
H29 16.793 22.235 26.329  0.329
H30 15.406 22.785 27.396  0.261
C16 24.055 22.120 21.195  -0.585
O19 23.566 22.722 20.005  -0.357
C17 22.295 23.051 19.966  0.770
O20 21.560 23.057 20.930  -0.473
O21 21.976 23.400 18.749  -0.353
C18 20.698 23.969 18.524  -0.384
H31 25.048 21.730 20.997  0.248
H32 23.400 21.329 21.555  0.291
H33 24.142 22.861 21.992  0.226
H34 20.647 24.295 17.490  0.260
H35 20.556 24.865 19.134  0.038
H36 19.905 23.264 18.769  0.320
C19 15.572 27.863 20.536  -0.384
O22 14.335 28.439 20.189  -0.300
C20 14.047 28.728 18.931  0.884
O23 14.710 28.353 17.994  -0.500
O24 12.998 29.521 18.919  -0.334
C21 12.614 30.103 17.672  -0.708
H37 15.695 27.890 21.618  0.283
H38 16.381 28.440 20.087  0.520
H39 15.646 26.813 20.249  -0.189
H40 13.432 30.165 16.954  0.336
H41 12.323 31.138 17.841  0.266
H42 11.795 29.520 17.258  0.296

Entry 2:
ORCA calculation (ωB97M-V/def2-TZVPD) on a molecular structure, C12H20ClF10N2O14S4Y.

Calculated values
Total charge: -2
Calculated total energy, Eh: -4722.16304
Frontier orbital gap, eV: 7.40

Each line ends with the Mulliken charge.
Element x y z (Å)
Y1 -0.271 1.331 0.868  2.013
C1 -2.312 -1.778 1.086  -0.250
O1 -1.510 -3.024 0.770  -0.047
O2 -1.583 -0.684 0.583  -0.446
C2 -3.773 -2.028 0.454  0.484
F1 -4.532 -3.012 1.051  -0.313
F2 -4.426 -0.906 0.739  -0.279
F3 -3.848 -2.224 -0.850  -0.282
C3 -1.997 -4.302 1.113  -0.155
C4 -0.895 -5.313 0.939  -1.125
H1 -0.940 -6.040 1.750  0.338
H2 -1.100 -5.753 -0.037  0.316
H3 0.094 -4.857 0.973  0.124
H4 -2.868 -4.626 0.543  0.225
H5 -2.189 -4.374 2.184  0.235
H6 -2.332 -1.685 2.172  0.199
C5 2.649 -0.626 -0.491  -0.489
O3 2.563 -1.467 -1.627  -0.064
O4 1.334 -0.070 -0.339  -0.361
C6 3.155 -1.420 0.779  0.629
F4 3.286 -0.678 1.915  -0.199
F5 2.145 -2.283 1.123  -0.270
F6 4.257 -2.194 0.523  -0.321
C7 3.743 -1.655 -2.405  -0.202
C8 3.298 -2.701 -3.433  -1.306
H7 3.891 -2.656 -4.346  0.360
H8 3.339 -3.719 -3.045  0.322
H9 2.255 -2.639 -3.744  0.305
H10 4.607 -2.095 -1.906  0.250
H11 4.160 -0.748 -2.843  0.334
H12 3.306 0.228 -0.653  0.318
Cl1 -2.433 2.604 1.819  -0.658
N1 0.399 1.059 2.972  0.275
S1 0.574 0.027 4.049  0.756
O5 -0.630 -0.115 4.835  -0.616
O6 1.917 -0.373 4.628  -0.598
F7 0.320 -1.236 3.026  -0.256
S2 1.096 2.225 4.153  0.712
O7 2.493 2.517 3.983  -0.482
O8 0.537 2.515 5.518  -0.563
F8 0.439 3.452 3.313  -0.249
N2 1.097 3.059 0.391  0.037
S3 2.582 3.505 0.591  0.871
O9 2.938 4.458 1.659  -0.577
O10 3.356 3.609 -0.623  -0.644
F9 3.048 2.039 1.227  -0.260
S4 0.742 4.567 -0.304  0.775
O11 0.964 4.655 -1.712  -0.608
O12 0.739 5.789 0.494  -0.619
F10 -0.814 4.211 -0.221  -0.246
O13 -0.878 1.625 -1.262  0.218
C9 -1.147 1.798 -2.455  0.889
O14 -2.388 1.474 -3.003  -0.404
C10 -3.536 0.962 -2.197  0.309
C11 -4.259 2.077 -1.565  -0.986
C12 -0.195 2.352 -3.473  -1.169
H13 -3.220 0.323 -1.373  -0.287
H14 -4.227 0.337 -2.763  0.375
H15 -4.981 1.720 -0.831  0.333
H16 -4.620 2.681 -2.398  0.345
H17 -3.561 2.748 -1.065  0.117
H18 -0.724 2.900 -4.252  0.363
H19 0.255 1.483 -3.954  0.283
H20 0.613 2.951 -3.053  0.223